(1)
14
Properties=species:S:1:pos:R:3:forces:R:3 method="wB97M-V/def2-TZVPD" lumo_ev=0.84 de_lowest_ev=3.6721 e_homo_ev=-9.071 gap_ev=9.910 total_charge=0 smiles=OCC1(O)CC1
O -1.984469 0.092511 -0.187418 -3.0 0.3 -0.9
C -1.022724 -0.917257 -0.546506 0.2 3.6 4.4
C 0.081249 0.012797 0.439424 1.8 -3.5 -3.0
O -0.201925 0.260486 1.766196 -0.8 -0.3 -0.7
C 0.972086 0.941427 -0.327585 -0.1 -0.1 -0.1
C 1.477706 -0.412334 0.166581 0.7 0.5 0.6
H -1.810024 0.869415 -0.739039 -0.1 -0.3 0.2
H -1.153813 -1.094845 -1.596205 1.4 0.1 -0.8
H -1.304928 -1.810483 -0.003705 0.1 -0.2 0.2
H -1.027801 0.766755 1.786835 0.0 -0.1 0.0
H 1.326984 1.826968 0.194308 -0.1 -0.2 -0.1
H 0.833221 1.052598 -1.400287 0.0 0.1 0.2
H 1.661069 -1.184017 -0.573025 -0.1 0.1 0.2
H 2.153368 -0.404022 1.020425 0.0 0.1 -0.3

=====

(2)
14
Properties=species:S:1:pos:R:3:forces:R:3 method="wB97M-V/def2-TZVPD" lumo_ev=0.94 de_lowest_ev=2.5266 e_homo_ev=-9.835 gap_ev=10.776 total_charge=0 smiles="C=CCO.C=O"
C 0.732256 -1.658022 1.311832 -0.1 0.1 0.0
C 0.202436 -0.454038 1.504728 0.1 -0.2 0.0
C 0.470436 0.743639 0.636949 -0.1 0.1 0.2
O 1.046781 0.414173 -0.615158 -0.1 -0.2 -0.1
H 0.475909 -2.500447 1.946255 0.0 0.1 -0.1
H 1.452020 -1.843693 0.517304 -0.1 0.0 0.1
H -0.501931 -0.290153 2.318489 0.1 0.0 -0.1
H -0.471465 1.293280 0.496159 0.1 -0.1 0.0
H 1.175652 1.421681 1.132650 -0.1 -0.1 0.0
H 0.661094 -0.433521 -0.876101 0.1 0.1 0.0
C -1.304372 0.829816 -2.095406 -0.2 0.0 0.2
O -2.089834 0.646427 -1.198569 0.3 0.1 -0.4
H -0.872006 1.822890 -2.314760 -0.1 -0.1 0.1
H -0.976977 0.007969 -2.764372 -0.1 0.1 0.1

=====

(3)
14
Properties=species:S:1:pos:R:3:forces:R:3 method="wB97M-V/def2-TZVPD" lumo_ev=0.83 de_lowest_ev=3.0388 e_homo_ev=-9.797 gap_ev=10.625 total_charge=0 smiles=C[C@@]1(CO)CO1
C -1.508552 -0.629155 0.108958 0.1 0.3 0.4
C -0.145563 0.012722 -0.013085 0.0 0.6 0.6
C 1.060578 -0.881682 -0.001980 -0.4 0.0 -0.2
O 2.157452 -0.102941 0.319181 0.2 0.2 0.2
C 0.044898 1.381130 -0.449916 -0.5 0.2 -0.8
O 0.388545 1.358131 0.909324 -1.5 -1.3 0.1
H -1.453818 -1.732194 0.175155 0.2 0.6 0.0
H -2.178228 -0.360713 -0.726785 0.4 0.0 0.3
H -1.940665 -0.244316 1.032724 -0.3 -0.2 0.0
H 1.061645 -1.314355 -1.022983 0.5 0.1 0.1
H 0.884283 -1.746275 0.670447 0.2 0.4 0.0
H 1.666045 0.720031 0.751987 1.3 -1.3 -0.4
H -0.859891 1.961370 -0.568309 -0.2 0.1 -0.6
H 0.823274 1.578251 -1.184713 0.2 0.2 0.2

=====

(4)
14
Properties=species:S:1:pos:R:3:forces:R:3 method="wB97M-V/def2-TZVPD" lumo_ev=1.06 de_lowest_ev=2.6633 e_homo_ev=-10.321 gap_ev=11.377 total_charge=0 smiles=C[C@@H](O)[C@H]1CO1
C 1.563090 -0.612525 0.750043 0.0 0.3 0.1
C 0.452422 0.432843 0.451530 -0.2 -0.6 0.1
O 0.994651 1.574739 -0.197217 0.2 -0.2 -0.2
C -0.538412 -0.229190 -0.490730 -1.4 1.8 -1.4
C -2.050436 -0.228652 -0.450791 0.8 -1.1 0.8
O -1.543191 0.747805 -1.264147 1.8 -0.2 0.5
H 2.000916 -1.092635 -0.140491 -0.3 0.4 0.1
H 2.358811 -0.053487 1.237818 0.2 -0.1 0.1
H 1.236678 -1.417712 1.427166 -0.1 0.4 -0.2
H 0.053402 0.764188 1.422322 -0.3 -0.2 -0.3
H 0.504338 1.693677 -1.023933 0.1 0.2 0.3
H 0.075062 -0.681267 -1.276291 -0.9 -0.6 0.1
H -2.493725 0.141226 0.480442 0.0 -0.2 -0.1
H -2.613605 -1.039015 -0.925726 0.2 0.2 0.1

=====

(5)
14
Properties=species:S:1:pos:R:3:forces:R:3 method="wB97M-V/def2-TZVPD" lumo_ev=0.72 de_lowest_ev=3.3756 e_homo_ev=-9.112 gap_ev=9.829 total_charge=0 smiles="C=CC(=C)O.O"
C 1.718488 0.147650 1.998355 -0.1 -3.2 1.7
C 0.905620 -0.658390 1.273817 1.7 4.5 -1.0
C 0.616929 -0.153673 -0.147577 1.4 -1.3 1.9
C 0.908479 -0.849843 -1.254770 0.6 -0.7 0.4
O 0.305921 1.198270 -0.223819 -0.2 -1.8 1.2
H 2.126670 0.988223 1.514553 0.7 1.0 -0.1
H 2.106451 -0.212481 3.061334 -1.1 1.2 -2.3
H 0.385309 -1.369754 1.779387 -1.3 -2.6 0.7
H 0.823924 -0.395958 -2.236914 0.0 0.0 0.0
H 1.466530 -1.810811 -1.205039 -1.0 0.7 0.1
H 0.149072 1.065318 -1.133361 -0.8 2.0 -2.4
O -3.944753 1.013336 -1.110829 2.1 0.8 2.7
H -3.248702 0.550997 -0.531902 -1.9 0.6 -1.9
H -4.319938 0.487116 -1.783235 -0.1 -1.4 -0.8

=====

(6)
14
Properties=species:S:1:pos:R:3:forces:R:3 method="wB97M-V/def2-TZVPD" lumo_ev=0.42 de_lowest_ev=1.6313 e_homo_ev=-10.177 gap_ev=10.597 total_charge=0 smiles="O=CCC=O.C"
O 1.510684 1.585501 0.067519 -0.1 -0.3 -0.5
C 1.174795 0.848406 -0.824427 0.1 0.2 0.2
C 1.193082 -0.662850 -0.719031 0.0 0.0 0.2
C -0.101211 -1.288982 -1.192045 -0.2 -0.2 0.1
O -0.746447 -2.071221 -0.540480 0.3 0.3 -0.4
H 0.837477 1.251496 -1.804807 0.0 0.0 0.1
H 1.420345 -0.972141 0.302995 0.0 0.0 -0.1
H 1.987469 -1.020896 -1.393614 -0.1 0.1 0.1
H -0.430402 -0.983614 -2.209346 0.0 -0.1 0.1
C -1.366208 0.662797 1.663008 0.0 0.0 0.0
H -0.424016 1.183753 1.852564 -0.2 -0.1 0.0
H -1.957248 0.621033 2.581540 0.1 0.0 -0.1
H -1.929628 1.203093 0.896386 0.1 -0.1 0.1
H -1.168691 -0.356375 1.319740 0.0 0.2 0.1